Below is a 7-piece molecular cluster, C40H76Cl2N3O20PS7 overall, with properties calculated with ωB97M-V with the def2-TZVPD basis set.

Properties
energy = -198287.2810 eV
lowest unoccupied orbital energy = -1.778 eV
frontier orbital gap = 6.547 eV
HOMO energy = -8.3 eV
structure (SMILES) = C#Cc1c(/C(Cl)=C(/C)Cl)c(OCCCC)c2nc([PH2]=S)c(CCCN)nc2c1OCC.CCOS(C)(=O)=O.CCOS(C)(=O)=O.CCOS(C)(=O)=O.CCOS(C)(=O)=O.CCOS(C)(=O)=O.CCOS(C)(=O)=O

Last columns: bonded neighbours and bond lengths (Å).
Atoms and positions in Å:
1 H 5.78 2.25 -5.31  C71 1.091
2 H -6.98 6.46 0.71  C54 1.094
3 Cl 0.02 -3.97 5.22  C26 1.890
4 H -3.00 8.56 -0.94  C62 1.092
5 C -3.23 -2.45 1.01  H47 1.187, O87 1.498, H115 1.170, C118 1.644
6 O -5.68 8.39 -0.79  C95 1.421, S144 1.629
7 N 0.09 3.87 1.55  H36 1.045, C64 1.536, H69 1.046
8 S 2.18 -0.54 -10.45  C15 1.775, O45 1.448, O133 1.629, O145 1.448
9 C 5.65 -0.28 1.19  H44 1.176, C61 1.666, H78 1.194, H107 1.194
10 C -0.07 -2.88 2.36  C26 1.658, C28 1.670, C112 1.645
11 C -0.74 -0.49 0.81  C60 1.627, N89 1.502, C112 1.667
12 O 3.26 4.60 -6.07  S104 1.448
13 C -1.42 -6.55 4.11  H21 1.185, C25 1.659, H38 1.192, H84 1.180
14 C 3.67 -4.67 2.72  H85 1.193, C86 1.413
15 C 3.95 -0.59 -10.46  S8 1.775, H18 1.091, H127 1.092, H132 1.092
16 H 1.66 5.21 0.86  C64 1.191
17 H 1.60 -2.51 6.51  C136 1.092
18 H 4.28 -1.59 -10.16  C15 1.091
19 H 3.52 0.20 2.12  C61 1.192
20 H 0.86 -13.09 0.29  C48 1.092
21 H -2.26 -6.22 4.88  C13 1.185
22 H -1.54 -9.09 0.11  C147 1.095
23 C 0.45 4.48 -1.01  H33 1.194, H43 1.170, C64 1.639, C134 1.665
24 H -7.51 9.22 -0.48  C95 1.095
25 C -1.13 -5.39 2.96  C13 1.659, C26 1.503, Cl142 1.888
26 C -0.44 -4.13 3.39  Cl3 1.890, C10 1.658, C25 1.503
27 H -0.39 -8.94 -1.21  C147 1.095
28 C 1.51 -2.67 1.85  C10 1.670, C51 1.663, C86 1.654
29 H -7.24 -1.30 2.08  C135 1.187
30 H -2.52 4.18 -0.21  P41 1.470
31 H 2.45 -3.73 5.50  C136 1.091
32 C 0.15 7.97 6.14  H35 1.095, O70 1.421, C79 1.517, H149 1.095
33 H 1.16 5.23 -1.60  C23 1.194
34 H -1.23 -1.58 -12.82  C37 1.094
35 H -0.56 8.80 6.11  C32 1.095
36 H -0.88 4.11 1.25  N7 1.045
37 C -0.26 -1.13 -12.55  H34 1.094, H55 1.094, C72 1.517, H76 1.095
38 H -0.45 -6.74 4.77  C13 1.192
39 O 3.34 -1.30 0.47  C51 1.476, C61 1.475
40 H 5.81 3.48 -6.61  C71 1.092
41 P -2.70 2.91 -0.92  H30 1.470, H73 1.470, S74 1.945, C105 1.943
42 H -2.78 4.93 3.82  C82 1.092
43 H -0.63 4.93 -1.01  C23 1.170
44 H 6.07 -1.17 0.55  C9 1.176
45 O 1.76 0.77 -10.92  S8 1.448
46 H 4.03 -2.37 10.38  C123 1.095
47 H -3.70 -1.51 0.45  C5 1.187
48 C -0.18 -13.06 0.63  H20 1.092, H109 1.092, H139 1.091, S140 1.775
49 H -4.32 -4.43 0.55  C118 1.182
50 H -1.02 4.68 3.97  C82 1.092
51 C 1.92 -1.40 0.86  C28 1.663, O39 1.476, C60 1.673
52 H 0.80 8.28 8.18  C79 1.094
53 H -0.59 7.20 8.03  C79 1.094
54 C -7.32 7.49 0.76  H2 1.094, H65 1.094, C95 1.517, H124 1.095
55 H -0.46 -0.27 -11.91  C37 1.094
56 H -5.70 -2.17 -0.11  C96 1.187
57 H -4.44 -3.98 2.38  C118 1.171
58 H 3.82 0.81 0.36  C61 1.191
59 H -5.87 -2.20 3.17  C135 1.174
60 C 0.80 -0.28 0.32  C11 1.627, C51 1.673, N125 1.503
61 C 3.99 -0.12 1.07  C9 1.666, H19 1.192, O39 1.475, H58 1.191
62 C -3.36 8.00 -1.80  H4 1.092, H90 1.092, H92 1.091, S144 1.775
63 H 2.23 0.81 -7.63  C131 1.095
64 C 1.11 4.23 0.47  N7 1.536, H16 1.191, C23 1.639, H148 1.192
65 H -8.39 7.48 1.00  C54 1.094
66 O 3.44 2.21 -6.80  S104 1.629, C131 1.421
67 O -1.96 5.52 6.51  S143 1.448
68 C 4.69 -3.79 8.89  H75 1.095, H81 1.095, O122 1.421, C123 1.517
69 H 0.13 2.84 1.68  N7 1.046
70 O -0.27 6.91 5.29  C32 1.421, S143 1.629
71 C 5.45 3.24 -5.61  H1 1.091, H40 1.092, S104 1.775, H126 1.092
72 C 0.63 -2.14 -11.85  C37 1.517, H83 1.095, H120 1.095, O133 1.421
73 H -4.00 2.41 -0.44  P41 1.470
74 S -2.90 3.14 -2.84  P41 1.945
75 H 5.60 -4.05 8.33  C68 1.095
76 H 0.21 -0.76 -13.46  C37 1.095
77 H 0.27 -8.56 1.75  C110 1.094
78 H 5.97 -0.36 2.34  C9 1.194
79 C 0.36 7.49 7.57  C32 1.517, H52 1.094, H53 1.094, H94 1.095
80 H 0.20 -7.30 0.51  C110 1.094
81 H 4.38 -4.69 9.43  C68 1.095
82 C -1.82 5.42 3.90  H42 1.092, H50 1.092, H99 1.091, S143 1.775
83 H 0.73 -3.03 -12.48  C72 1.095
84 H -1.75 -7.59 3.65  C13 1.180
85 H 4.44 -5.50 3.08  C14 1.193
86 C 2.64 -3.77 2.36  C14 1.413, C28 1.654
87 O -2.57 -1.95 2.25  C5 1.498, C112 1.497
88 C 0.19 1.72 -0.91  C105 1.627, N125 1.503, C134 1.673
89 N -1.83 0.46 0.43  C11 1.502, C105 1.502
90 H -2.62 7.27 -2.12  C62 1.092
91 H -6.69 -3.54 0.79  C96 1.174
92 H -3.61 8.67 -2.62  C62 1.091
93 O -0.12 -10.60 -0.08  S140 1.629, C147 1.421
94 H 1.01 6.61 7.59  C79 1.095
95 C -7.07 8.22 -0.55  O6 1.421, H24 1.095, C54 1.517, H111 1.095
96 C -5.86 -2.73 0.93  H56 1.187, H91 1.174, C118 1.667, C135 1.642
97 O 0.42 -11.14 2.30  S140 1.448
98 H 1.71 3.07 -8.62  C108 1.095
99 H -1.66 6.08 3.04  C82 1.091
100 H 5.36 -1.79 9.38  C123 1.094
101 H -5.36 -0.76 2.02  C135 1.187
102 O -1.96 -11.32 1.47  S140 1.448
103 H 5.68 -3.00 10.64  C123 1.094
104 S 3.68 3.29 -5.61  O12 1.448, O66 1.629, C71 1.775, O138 1.448
105 C -1.36 1.60 -0.43  P41 1.943, C88 1.627, N89 1.502
106 O 5.07 -2.90 6.01  S137 1.448
107 H 6.12 0.71 0.72  C9 1.194
108 C 1.24 2.70 -7.71  H98 1.095, H116 1.094, H119 1.094, C131 1.517
109 H -0.33 -13.77 1.44  C48 1.092
110 C 0.41 -8.36 0.68  H77 1.094, H80 1.094, H141 1.095, C147 1.517
111 H -7.56 7.71 -1.38  C95 1.095
112 C -1.15 -1.77 1.81  C10 1.645, C11 1.667, O87 1.497
113 H 1.69 1.37 -6.05  C131 1.095
114 O -2.70 7.54 5.17  S143 1.448
115 H -2.43 -2.93 0.30  C5 1.170
116 H 1.04 3.57 -7.07  C108 1.094
117 O 3.90 -1.06 7.31  S137 1.448
118 C -4.44 -3.52 1.31  C5 1.644, H49 1.182, H57 1.171, C96 1.667
119 H 0.27 2.25 -7.97  C108 1.094
120 H 0.19 -2.46 -10.90  C72 1.095
121 H 1.72 2.96 -2.14  C134 1.194
122 O 3.64 -3.45 8.00  C68 1.421, S137 1.629
123 C 4.96 -2.68 9.88  H46 1.095, C68 1.517, H100 1.094, H103 1.094
124 H -6.77 7.97 1.58  C54 1.095
125 N 1.34 0.81 -0.57  C60 1.503, C88 1.503
126 H 5.81 3.99 -4.90  C71 1.092
127 H 4.31 -0.35 -11.46  C15 1.092
128 O -5.45 6.58 -2.51  S144 1.448
129 O -4.50 6.27 -0.19  S144 1.448
130 H 2.44 -2.01 5.02  C136 1.092
131 C 2.13 1.70 -7.00  H63 1.095, O66 1.421, C108 1.517, H113 1.095
132 H 4.31 0.16 -9.75  C15 1.092
133 O 1.94 -1.62 -11.65  S8 1.629, C72 1.421
134 C 0.57 3.05 -1.86  C23 1.665, C88 1.673, H121 1.194, H146 1.171
135 C -6.12 -1.66 2.15  H29 1.187, H59 1.174, C96 1.642, H101 1.187
136 C 2.46 -2.70 5.86  H17 1.092, H31 1.091, H130 1.092, S137 1.775
137 S 3.95 -2.41 6.78  O106 1.448, O117 1.448, O122 1.629, C136 1.775
138 O 3.20 2.73 -4.36  S104 1.448
139 H -0.87 -13.27 -0.19  C48 1.091
140 S -0.53 -11.44 1.26  C48 1.775, O93 1.629, O97 1.448, O102 1.448
141 H 1.47 -8.55 0.46  C110 1.095
142 Cl -1.61 -5.63 1.15  C25 1.888
143 S -1.82 6.41 5.38  O67 1.448, O70 1.629, C82 1.775, O114 1.448
144 S -4.82 7.11 -1.32  O6 1.629, C62 1.775, O128 1.448, O129 1.448
145 O 1.70 -1.10 -9.21  S8 1.448
146 H -0.01 3.05 -2.87  C134 1.171
147 C -0.49 -9.23 -0.16  H22 1.095, H27 1.095, O93 1.421, C110 1.517
148 H 1.95 3.39 0.48  C64 1.192
149 H 1.10 8.34 5.75  C32 1.095